1.
ORCA calculation (ωB97M-V/def2-TZVPD) on the ion C6H11IN with charge +1 in a non-equilibrium geometry.

The calculation puts the energy above the lowest of the compared OMol25 structures with the same formula, charge and spin at 0.0 kcal per mole. As for the charge: +1. Its SMILES is C/C(I)=C1\CC[NH2+]C1. The calculation puts the HOMO energy at -0.4520 Ha. Its total energy is -15983.7891 eV.

CARTESIAN COORDINATES (ANGSTROEM)
C: -1.935707 -2.292797 0.034875
C: -1.907062 -0.804750 0.015248
I: -3.750415 0.229909 -0.000736
C: -0.743520 -0.070450 0.013246
C: 0.746663 -0.491489 -0.084014
C: 1.733433 0.754559 0.112693
N: 0.761242 1.902723 -0.033626
C: -0.684419 1.448931 0.028758
H: -1.224710 -2.685110 0.760438
H: -1.665358 -2.693827 -0.942743
H: -2.926973 -2.660733 0.286808
H: 0.981796 -1.273320 0.635466
H: 0.902505 -0.917364 -1.076301
H: 2.500104 0.779508 -0.655680
H: 2.162903 0.748211 1.108298
H: 0.920978 2.366028 -0.933077
H: 0.927890 2.602816 0.695313
H: -1.224689 1.873228 -0.823501
H: -1.145252 1.844001 0.937267

Cartesian forces (eV/Å) of the 2 atoms listed first:
-0.14 -0.20 -0.10
2.34 1.73 0.13

=====

2.
ORCA calculation (ωB97M-V/def2-TZVPD) on the ion C6H11IN with charge +1 in a non-equilibrium geometry.

The calculation puts the energy above the lowest of the compared OMol25 structures with the same formula, charge and spin at 106.1 kcal per mole. As for the charge: +1. The calculation puts the HOMO energy (alpha / beta) at -0.4948 / -0.4948 Ha. Its total energy is -15979.1897 eV.

CARTESIAN COORDINATES (ANGSTROEM)
C: -0.928995 0.172294 1.614961
C: -0.489525 1.742840 -0.178843
C: -0.485960 -0.698840 0.498810
C: -0.373141 1.851188 -1.705329
C: 1.515878 -1.683046 -0.433072
C: 0.516725 -1.762201 0.696651
N: 0.007125 0.679352 0.700132
I: -0.645814 3.391082 -3.031199
H: -1.927925 0.566444 1.651902
H: -0.557802 -0.066471 2.636477
H: -0.327186 2.759577 0.310203
H: -1.704627 1.731434 -0.214856
H: -1.168033 -0.600766 -0.295372
H: -0.028119 0.942807 -2.131108
H: 2.070627 -0.700617 -0.536247
H: 1.030073 -1.827307 -1.533463
H: 2.480544 -2.421880 -0.403731
H: 0.980934 -1.407687 1.559545
H: 0.035221 -2.668204 0.794539

Cartesian forces (eV/Å) of the 2 atoms listed first:
-0.64 -1.15 2.38
-1.74 1.72 -0.47

=====

3.
ORCA calculation (ωB97M-V/def2-TZVPD) on a cluster of 2 separate species, C6H11INO3 in total in a non-equilibrium geometry.

The calculation puts the energy above the lowest of the compared OMol25 structures with the same formula, charge and spin at 0.0 kcal per mole. As for the charge: +1. The calculation puts the HOMO energy at -0.4890 Ha. Its total energy is -22125.4580 eV.

CARTESIAN COORDINATES (ANGSTROEM)
C: -1.281624 -1.330967 -0.064658
C: -0.449915 -1.565628 1.078946
C: -0.737266 -0.265300 -1.096747
C: -1.541887 1.582401 -2.354765
C: 0.846875 -1.613309 1.366061
C: 1.195407 2.251508 1.773515
N: 1.887659 -1.303330 0.386743
O: 0.436153 -0.179796 -1.445640
O: 1.559063 1.124344 1.666909
O: -1.675567 0.506525 -1.394566
I: -0.758824 2.929084 1.438437
H: -2.201123 -0.882190 0.246631
H: -1.046131 -1.820032 2.054365
H: -0.644258 2.159525 -2.254261
H: -2.483774 2.218952 -2.485509
H: -1.420011 0.876941 -3.243221
H: 1.262722 -1.887791 2.356784
H: 1.853865 3.038618 2.034106
H: 2.652773 -0.742011 0.819607
H: 1.396868 -0.737643 -0.295187
H: 2.470592 -2.113790 0.086394
H: -1.321597 -2.246109 -0.673944

Cartesian forces (eV/Å) of the 2 atoms listed first:
0.90 1.36 -3.00
0.53 -1.17 4.58

=====

4.
ORCA calculation (ωB97M-V/def2-TZVPD) on a structure of composition C6H11KO7 in a non-equilibrium geometry.

The calculation puts the energy above the lowest of the compared OMol25 structures with the same formula, charge and spin at 19.2 kcal per mole. As for the charge: -2. The calculation puts the HOMO energy at -0.0775 Ha. Its total energy is -37058.5304 eV.

CARTESIAN COORDINATES (ANGSTROEM)
K: -19.437550 5.489860 9.368830
C: -16.187580 3.911470 15.207970
C: -15.945010 5.283990 14.603390
O: -15.342700 6.152970 15.244420
O: -16.343590 5.525730 13.460080
H: -16.462580 3.883100 16.262330
H: -15.332770 3.259250 15.029050
H: -17.093760 3.479750 14.783070
C: -16.113470 0.033130 10.652540
C: -17.556920 -0.081220 10.186270
O: -18.388700 -0.618970 10.904710
O: -17.896720 0.601440 9.162150
H: -15.976350 -0.318890 11.674970
H: -15.724790 1.049000 10.581560
H: -15.560140 -0.640720 9.998430
C: -24.860460 10.712640 10.152680
C: -24.007540 10.221150 11.296870
O: -23.961760 10.977140 12.294480
O: -23.435260 9.140590 11.107900
H: -24.831210 10.170720 9.207390
H: -24.697020 11.762920 9.911190
H: -25.878780 10.754820 10.539140
O: -21.442990 7.816850 6.188600
H: -22.142310 8.218820 6.703960
H: -20.972470 8.556580 5.804350

Cartesian forces (eV/Å) of the 2 atoms listed first:
0.10 -0.17 0.37
-0.98 -0.63 0.17

=====

5.
ORCA calculation (ωB97M-V/def2-TZVPD) on the ion C6H11N with charge -1 in a non-equilibrium geometry.

The calculation puts the energy above the lowest of the compared OMol25 structures with the same formula, charge and spin at 54.3 kcal per mole. As for the charge: -1. The calculation puts the HOMO energy (alpha / beta) at -0.0434 / -0.0521 Ha. The spin multiplicity is 2. The expectation value of S² is 0.765. Its total energy is -7886.1082 eV.

CARTESIAN COORDINATES (ANGSTROEM)
C: -1.889468 -0.516384 0.046545
C: -0.918102 -0.231315 -1.092967
C: 0.442587 0.314053 -0.725620
C: 0.777281 1.081314 0.447382
C: 1.519582 -0.184088 0.566255
C: 2.807858 -0.529362 0.138159
N: -2.154468 0.726729 0.790634
H: -1.533785 -1.334956 0.688852
H: -2.847409 -0.810501 -0.421759
H: -1.445314 0.473282 -1.750770
H: -0.832362 -1.175516 -1.653350
H: 0.984548 0.496596 -1.676826
H: 1.239838 2.080344 0.413238
H: 1.142456 -0.824654 1.379088
H: 3.387448 0.148753 -0.488480
H: 3.262514 -1.374575 0.638049
H: -2.706754 0.555479 1.625666
H: -1.236446 1.104795 1.075911

Cartesian forces (eV/Å) of the 2 atoms listed first:
-0.53 0.69 0.12
-0.33 -0.93 0.55

=====

6.
ORCA calculation (ωB97M-V/def2-TZVPD) on an isolated molecule of C6H11N in a non-equilibrium geometry.

The calculation puts the energy above the lowest of the compared OMol25 structures with the same formula, charge and spin at 71.9 kcal per mole. As for the charge: 0. Its SMILES is C=C(/C=C/C)NC. The calculation puts the HOMO energy at -0.2824 Ha. Its total energy is -7887.4125 eV.

CARTESIAN COORDINATES (ANGSTROEM)
C: 1.360377 -0.715819 0.813326
C: 0.525411 -0.402792 -0.203637
C: -0.584502 0.529811 0.086198
C: -0.677453 1.524728 1.007782
C: -1.922081 2.298868 1.506746
N: 0.409771 -1.087283 -1.408039
C: 1.129798 -2.248334 -1.830490
H: 1.555129 0.025435 1.683265
H: 2.059994 -1.595242 0.643535
H: -1.355856 0.648642 -0.876061
H: 0.162933 1.846799 1.678349
H: -2.597719 1.502563 1.966149
H: -1.788916 3.189337 2.104410
H: -2.368482 2.722266 0.679592
H: 0.111520 -0.423060 -2.111959
H: 0.515123 -2.784396 -2.601413
H: 1.318300 -2.816430 -0.833054
H: 2.146658 -2.215087 -2.304702

Cartesian forces (eV/Å) of the 2 atoms listed first:
1.71 0.01 0.01
0.31 -0.49 1.85

=====

7.
ORCA calculation (ωB97M-V/def2-TZVPD) on an isolated molecule of C6H11N in a non-equilibrium geometry.

The calculation puts the energy above the lowest of the compared OMol25 structures with the same formula, charge and spin at 86.8 kcal per mole. As for the charge: 0. Its SMILES is C=CC(N)=C(C)C. The calculation puts the HOMO energy at -0.2598 Ha. Its total energy is -7886.7687 eV.

CARTESIAN COORDINATES (ANGSTROEM)
C: 1.852136 -1.558569 0.431727
C: 1.317451 -0.451033 0.970989
C: -0.048809 0.093538 0.786505
N: -0.674265 0.347030 2.035523
C: -0.640223 0.373974 -0.415767
C: -0.909400 1.774065 -0.908679
C: -0.703189 -0.659986 -1.501541
H: 1.668072 -1.767584 -0.614829
H: 2.524734 -2.225257 0.954315
H: 1.820794 -0.098441 1.869265
H: -1.140635 -0.442552 2.443819
H: -0.079351 0.872095 2.658154
H: 0.056040 2.285364 -0.928602
H: -1.264224 1.793853 -1.938767
H: -1.574653 2.400524 -0.311763
H: -0.295382 -0.257211 -2.441157
H: -1.734447 -0.889627 -1.760040
H: -0.174652 -1.590182 -1.329151

Cartesian forces (eV/Å) of the 2 atoms listed first:
0.25 0.56 -0.83
-0.49 -2.33 0.56

=====

8.
ORCA calculation (ωB97M-V/def2-TZVPD) on an isolated molecule of C6H11N in a non-equilibrium geometry.

The calculation puts the energy above the lowest of the compared OMol25 structures with the same formula, charge and spin at 83.8 kcal per mole. As for the charge: 0. Its SMILES is C/C=C(N)/C=C/C. The calculation puts the HOMO energy at -0.3134 Ha. Its total energy is -7886.8967 eV.

CARTESIAN COORDINATES (ANGSTROEM)
C: -0.476860 -1.558304 2.538622
C: 0.309024 -1.281797 1.310777
C: -0.196286 -0.435571 0.422442
N: -1.584448 -0.273886 0.197321
C: 0.566552 0.019153 -0.752747
C: 0.865687 1.370382 -1.015843
C: 0.896821 1.910682 -2.472381
H: -0.257947 -0.810122 3.243074
H: -1.527432 -1.775308 2.639666
H: -0.113648 -2.489905 3.099204
H: 1.020096 -2.034234 0.977021
H: -1.933514 -0.840855 -0.610284
H: -1.676058 0.725856 0.126640
H: 0.252253 -0.597666 -1.572952
H: 1.055517 2.027535 -0.114827
H: 0.963467 0.989360 -3.019683
H: 0.042050 2.466428 -2.507556
H: 1.794730 2.588259 -2.488495

Cartesian forces (eV/Å) of the 2 atoms listed first:
0.90 -3.32 1.96
-1.93 -0.95 -0.07